1.
Density functional theory data (ωB97M-V/def2-TZVPD) for a structure of composition C23H43AuN2O2P3 at a distorted geometry.

Its frontier orbital gap (alpha / beta) is 7.388 / 3.616 eV. The HOMO energy (alpha / beta) is -15.9 / -15.9 eV. The total charge is +3. For the LUMO energy (alpha / beta), the calculation gives -0.313 / -0.452 hartree. The expectation value of S² is 2.02. The multiplicity is 3. The value obtained for the total energy is -63154.7622 eV.

Each line ends with the Mulliken spin population.
Element x y z (Å)
Au: 0.10791 0.94401 -0.40914  0.0408
P: -1.91312 1.81183 -1.09473  0.0523
P: -1.12642 -2.06925 -1.30936  0.5640
P: 1.57724 1.43136 1.31607  0.0009
H: 2.59121 -2.63630 -1.75717  -0.0012
C: 2.90850 -2.35470 -0.74383  0.0068
C: 2.82435 -3.19817 0.29391  -0.0010
H: 2.52381 -4.25213 0.12985  0.0005
C: -2.12097 2.32657 -2.82526  0.0020
C: -3.37215 0.80449 -0.76066  0.0057
C: -2.16409 3.30319 -0.08107  0.0131
C: -0.27330 -3.69797 -1.42805  0.0817
C: -2.69494 -2.71953 -0.56190  0.0620
C: -1.69260 -1.90591 -3.06408  0.0616
C: 2.86527 0.25225 1.79652  0.0034
C: 0.62415 1.64151 2.85752  0.0010
C: 2.39492 3.01958 1.02092  0.0037
H: 3.28654 -1.32630 -0.67365  0.0003
H: 3.11902 -2.94804 1.33062  0.0001
H: -2.33079 3.40285 -2.84335  0.0000
H: -2.97673 1.79725 -3.26676  0.0004
H: -1.20915 2.13435 -3.40436  0.0014
H: -4.24017 1.46829 -0.77171  0.0009
H: -3.28918 0.33842 0.22888  -0.0003
H: -3.52183 0.03430 -1.52821  -0.0008
H: -2.97419 3.91245 -0.50202  0.0035
H: -1.23091 3.88587 -0.07586  -0.0013
H: -2.43661 3.03275 0.94634  0.0001
H: -0.73451 -4.32519 -2.20471  0.0210
H: -0.34236 -4.19165 -0.44943  -0.0059
H: 0.79146 -3.54361 -1.63450  -0.0066
H: -3.25280 -3.34049 -1.28017  0.0191
H: -3.32844 -1.88759 -0.23603  -0.0046
H: -2.44988 -3.30896 0.33072  -0.0049
H: -2.01849 -2.88110 -3.45405  0.0269
H: -0.84553 -1.53181 -3.65756  -0.0048
H: -2.49863 -1.16321 -3.14188  -0.0067
H: 3.75312 0.79313 2.16801  0.0002
H: 3.14581 -0.37936 0.94779  0.0008
H: 2.45425 -0.39201 2.57999  -0.0011
H: 1.22341 2.17986 3.60379  -0.0001
H: 0.35129 0.64662 3.23156  -0.0001
H: -0.29967 2.19390 2.65198  0.0000
H: 3.04746 3.27563 1.86357  -0.0003
H: 1.63972 3.81033 0.91653  0.0010
H: 2.99018 2.94901 0.09493  0.0010
C: 2.72324 2.20412 -3.07106  0.2824
C: 2.16339 2.90660 -4.14909  0.0931
C: 2.93639 3.82666 -4.83577  0.0782
C: 4.25046 4.08766 -4.43160  0.2640
C: 4.75164 3.47954 -3.27038  0.0999
C: 3.98700 2.55153 -2.57145  0.0596
O: 2.10401 1.09713 -2.54904  0.0924
H: 1.20079 1.32918 -2.14344  0.0109
H: 1.12426 2.71754 -4.41053  0.0060
H: 2.52800 4.36679 -5.68728  0.0065
H: 4.88209 4.77857 -4.99442  -0.0028
H: 5.75282 3.71870 -2.92178  0.0052
H: 4.34796 2.05112 -1.67522  -0.0015
N: -2.80415 -4.10910 5.94472  -0.0001
C: -2.91753 -2.76569 5.64587  0.0007
O: -3.48225 -1.96945 6.38669  -0.0001
C: -2.27104 -2.33278 4.37205  -0.0006
C: -1.34275 -3.11701 3.66813  0.0027
C: -0.77000 -2.59276 2.49766  0.0013
N: -1.08397 -1.38962 2.01302  0.0622
C: -1.96463 -0.62939 2.67636  -0.0069
C: -2.56976 -1.05917 3.86662  0.0054
H: -3.35477 -4.42424 6.72804  0.0000
H: -2.58402 -4.78440 5.22555  0.0000
H: -1.01926 -4.10570 3.96903  0.0006
H: -0.02786 -3.15599 1.91651  0.0019
H: -2.18996 0.36472 2.27395  0.0018
H: -3.25226 -0.38108 4.37683  0.0006

2.
Density functional theory data (ωB97M-V/def2-TZVPD) for a structure of composition C23H43BCl2F4MnN3O4Si at a distorted geometry.

Its frontier orbital gap (alpha / beta) is 5.824 / 7.721 eV. The HOMO energy (alpha / beta) is -3.4 / -5.3 eV. The total charge is -1. For the LUMO energy (alpha / beta), the calculation gives 0.090 / 0.090 hartree. The expectation value of S² is 8.76. The multiplicity is 6. The value obtained for the total energy is -113012.1570 eV.

Each line ends with the Mulliken spin population.
Element x y z (Å)
C: 2.32941 2.94634 -0.82475  -0.0096
C: 0.91014 3.35949 -0.62492  0.0150
H: 2.66061 3.16130 -1.84745  -0.0003
H: 2.43750 1.86999 -0.62697  0.0056
H: 3.00821 3.47096 -0.12858  -0.0004
C: 0.32291 4.38595 -1.26146  0.0062
C: 0.99792 5.25782 -2.26037  -0.0015
H: -0.70028 4.67737 -1.01782  0.0010
H: 1.95905 4.84090 -2.58672  0.0001
H: 1.18752 6.26567 -1.86062  0.0005
H: 0.36607 5.37738 -3.15053  0.0003
Mn: -0.02500 -0.51396 -0.12779  4.8528
Cl: 2.07843 -0.34206 0.45287  0.0845
C: -2.22875 0.25368 2.02223  0.0200
O: -1.92099 -0.31794 0.94988  -0.0084
N: -3.48001 0.43463 2.44270  0.0021
C: -4.63436 -0.17862 1.80978  0.0025
C: -3.75585 1.16419 3.67093  -0.0019
H: -1.46607 0.64228 2.72919  -0.0167
H: -4.32512 -0.90983 1.05556  -0.0007
H: -5.26676 0.60442 1.37486  0.0008
H: -5.23290 -0.67209 2.58315  0.0004
H: -2.84405 1.66973 3.99211  0.0002
H: -4.09282 0.48532 4.45576  0.0002
H: -4.54163 1.90551 3.48543  0.0000
H: -1.50328 -5.38243 1.87445  0.0003
H: 0.69695 -5.21403 3.25778  -0.0001
C: -0.99075 -5.00147 0.98769  0.0034
C: 1.15409 -5.08134 2.27529  0.0003
N: 0.25126 -4.36023 1.37347  0.0047
H: -1.61907 -4.26735 0.47543  -0.0011
C: 0.53178 -3.13171 0.95641  0.0062
O: -0.17492 -2.49948 0.10152  0.0182
H: 2.06501 -4.49045 2.37577  -0.0001
H: 1.41459 -2.65806 1.38778  0.0002
H: -0.77908 -5.85231 0.32982  0.0004
H: 1.40088 -6.06112 1.85341  0.0001
H: 0.61405 1.64003 -2.82644  -0.0014
H: -1.73340 3.06184 -2.98932  0.0018
C: 0.05036 0.89589 -3.40819  0.0080
C: -2.06749 2.16616 -3.53690  -0.0031
N: -1.36738 0.97766 -3.08005  0.0195
H: 0.42467 -0.10714 -3.19900  0.0059
C: -1.93793 0.07722 -2.28784  0.0193
O: -1.30078 -0.85637 -1.73032  -0.0005
H: -3.14772 2.03549 -3.39293  0.0005
H: -3.03429 0.17809 -2.15362  -0.0002
H: 0.15633 1.13387 -4.46748  0.0009
H: -1.84784 2.31468 -4.59626  0.0001
O: -0.20616 1.36840 -0.40712  -0.0430
C: 0.12463 2.49150 0.33318  -0.0167
C: -2.35882 3.13106 0.25752  0.0210
C: -1.13435 3.12751 0.92721  -0.0041
H: -2.44611 2.57612 -0.68165  0.0013
C: -3.43539 3.84722 0.79395  0.0009
H: 0.80205 2.27461 1.17167  0.0021
C: -1.01505 3.75806 2.16784  0.0046
H: -4.38170 3.86782 0.24992  0.0000
C: -3.29672 4.52674 2.00821  0.0001
C: -2.08261 4.47422 2.70410  0.0002
H: -0.05111 3.67174 2.67493  -0.0005
H: -4.13842 5.08833 2.42522  0.0001
H: -1.96990 4.98166 3.66434  0.0001
Si: 5.27938 -2.88011 -2.32559  -0.0003
Cl: 5.18735 -0.82892 -2.81134  -0.0002
C: 4.14009 -3.71119 -3.55164  -0.0001
C: 4.71799 -2.79080 -0.55741  -0.0028
C: 6.97184 -3.74037 -2.44943  0.0000
H: 3.23186 -3.11192 -3.68947  -0.0001
H: 3.84811 -4.71442 -3.21476  0.0000
H: 4.63431 -3.81604 -4.52911  0.0000
H: 7.31521 -3.80685 -3.49397  0.0000
H: 6.90874 -4.77060 -2.06196  0.0000
H: 7.73538 -3.21204 -1.85905  0.0000
H: 3.81773 -2.16886 -0.45387  0.0031
H: 5.50701 -2.32309 0.04928  -0.0004
H: 4.51251 -3.78295 -0.13858  -0.0001
F: -0.75679 -1.74876 3.28738  -0.0025
B: -1.85332 -2.57828 3.71643  0.0022
F: -2.68221 -2.87184 2.59644  -0.0003
F: -1.31444 -3.78946 4.22569  -0.0002
F: -2.61032 -1.89435 4.68468  -0.0001

3.
Density functional theory data (ωB97M-V/def2-TZVPD) for a structure of composition C23H43Cl2F5N3O5SiSrTe at a distorted geometry.

Its frontier orbital gap is 6.622 eV. The HOMO energy is -4.9 eV. The energy above the lowest of the compared OMol25 structures with the same formula, charge and spin is 0.768 eV. The total charge is -1. For the LUMO energy, the calculation gives 0.064 hartree. The value obtained for the total energy is -93905.0476 eV.

Each line ends with the Löwdin charge.
Element x y z (Å)
C: -6.90907 3.22096 -1.69818  -0.0649
C: -7.07771 3.33507 -3.17158  -0.2172
H: -6.99989 4.20905 -1.23426  0.0740
H: -5.93032 2.79014 -1.42141  -0.0331
H: -7.67970 2.57953 -1.25261  0.0924
C: -7.88198 4.24832 -3.76176  -0.1199
C: -8.64781 5.29555 -3.04426  -0.1170
H: -7.99773 4.24638 -4.84258  0.0922
H: -8.04136 5.83078 -2.29701  0.0726
H: -9.55685 4.93359 -2.54151  0.0779
H: -8.97701 6.01795 -3.79933  0.0628
Sr: -1.08258 0.15100 -0.55709  1.2863
Cl: -3.48185 -1.13474 -1.42000  -0.3168
C: -0.88509 -1.58554 -3.44668  -0.3227
O: -0.24153 -0.81812 -2.68627  -0.1845
N: -0.74488 -1.58844 -4.77320  -0.1741
C: 0.22236 -0.73329 -5.45607  -0.0332
C: -1.73244 -2.25138 -5.61575  -0.0430
H: -1.65089 -2.27872 -3.04458  0.0914
H: 1.06247 -0.48893 -4.80157  0.0908
H: -0.23336 0.20986 -5.79902  0.0818
H: 0.58310 -1.26310 -6.35206  0.0869
H: -2.22519 -2.99903 -5.00004  0.0923
H: -1.22668 -2.71840 -6.47347  0.0876
H: -2.47561 -1.53083 -5.99202  0.0727
H: 5.34636 -1.39970 -0.56277  0.0882
H: 4.44079 -3.24043 1.20615  0.0937
C: 4.82843 -0.66602 0.06990  -0.0512
C: 4.07093 -2.35323 1.74961  -0.0435
N: 3.74603 -1.28600 0.81008  -0.1873
H: 4.42839 0.12465 -0.56275  0.0808
C: 2.47980 -0.89565 0.57392  -0.3122
O: 2.11253 -0.04647 -0.25660  -0.0321
H: 3.16024 -2.62134 2.30202  0.0712
H: 1.74248 -1.40911 1.20289  0.0702
H: 5.56499 -0.25397 0.76853  0.0844
H: 4.84792 -1.99559 2.44425  0.0877
H: -1.53263 5.36047 2.50400  0.1002
H: -2.78770 4.15584 -0.26197  -0.0694
C: -0.74962 5.51805 1.73555  -0.0595
C: -1.95963 4.90900 -0.38087  -0.0956
N: -0.94160 4.62075 0.60492  -0.1814
H: 0.21659 5.27564 2.19094  0.0749
C: -0.13978 3.53663 0.50296  -0.2965
O: -0.30506 2.57560 -0.25927  -0.1403
H: -1.57345 4.82147 -1.40881  0.0921
H: 0.69967 3.59594 1.21916  0.1358
H: -0.74331 6.57048 1.39126  0.0897
H: -2.32950 5.92442 -0.20115  0.0823
O: -4.87648 2.61543 -3.60129  -0.1637
C: -6.22155 2.38811 -4.00320  -0.2709
C: -6.01265 3.67082 -6.21056  -0.0587
C: -6.42113 2.52839 -5.50894  -0.2047
H: -5.50859 4.48017 -5.67734  0.1186
C: -6.32148 3.76300 -7.57351  -0.0812
H: -6.47877 1.35406 -3.70461  0.1569
C: -7.07921 1.47251 -6.15011  -0.0369
H: -5.98120 4.63424 -8.13091  0.0981
C: -7.06749 2.75222 -8.19442  -0.1033
C: -7.44919 1.59790 -7.49003  -0.0860
H: -7.31810 0.58965 -5.54249  0.1212
H: -7.31529 2.83341 -9.25718  0.0934
H: -8.01509 0.78882 -7.96226  0.0985
Si: -3.36174 2.42507 -4.24502  0.3612
Cl: -3.90765 2.41461 -0.27282  -0.0802
C: -2.78813 3.99263 -5.03484  -0.1584
C: -3.36927 1.00459 -5.44405  -0.1379
C: -2.28377 2.01099 -2.80124  -0.2745
H: -3.34902 4.19250 -5.95401  0.0133
H: -1.71757 3.89421 -5.23686  0.0313
H: -2.93601 4.82091 -4.33946  0.0371
H: -2.50069 2.68142 -1.94809  -0.0851
H: -1.21565 1.98685 -3.03495  0.0388
H: -2.67602 1.01831 -2.49310  -0.0754
H: -4.11982 1.11041 -6.23390  0.0299
H: -3.54166 0.06857 -4.89546  0.0376
H: -2.37642 0.99015 -5.91546  0.0203
F: 0.83002 -2.03372 3.40854  -0.3982
Te: -0.45888 -2.85465 2.24680  1.8412
F: -1.60885 -3.92083 1.18192  -0.3783
F: -0.44821 -4.24755 3.51608  -0.3731
F: 1.00514 -3.76436 1.40448  -0.3926
F: -1.91119 -2.11686 3.23293  -0.3817
O: -0.40598 -1.44864 1.07374  -0.7733

> What is the total charge in the second record?

-1